No. 1
The following is a DFT calculation (the ωB97M-V functional and the def2-TZVPD basis) of C4H7N3O3S in the gas phase in a non-equilibrium geometry.

Structure (XYZ):
```
18
Properties=species:S:1:pos:R:3:forces:R:3
C -0.662 0.902 0.164 -0.87 0.88 -1.46
C -0.315 -1.552 -0.210 -0.83 -2.35 0.71
C 1.242 -0.291 -0.804 2.48 -0.06 2.17
C -0.235 -0.173 -0.809 -1.29 1.75 0.48
N -0.932 2.057 -0.332 2.58 -2.92 1.46
N -1.623 2.964 -0.589 -4.05 3.29 -0.56
N 1.130 -1.577 -0.024 2.42 0.35 -0.19
O 0.834 0.221 2.050 0.43 0.59 1.08
O -1.555 4.182 -0.715 1.18 -0.84 -0.03
O -1.552 -0.529 2.148 -1.03 -0.39 0.69
S -0.733 0.646 1.967 1.82 -0.02 -0.95
H -0.892 -1.651 0.783 0.73 -0.22 -2.09
H -0.454 -2.365 -0.933 -1.30 0.34 0.14
H 1.533 -0.374 -1.821 1.18 -0.21 -0.73
H 1.869 0.429 -0.149 -1.06 -0.62 -1.82
H -0.587 0.003 -1.842 -0.50 0.01 0.80
H 1.308 -0.546 1.612 -1.39 0.01 -0.32
H 1.624 -2.348 -0.496 -0.49 0.42 0.61
```
Forces are in eV/Å.

Output
* energy relative to the best compared isomer or geometry (same formula, charge and spin): 633.3 kJ/mol
* strongest force on any atom: 5.25 eV/A
* LUMO (alpha / beta): -0.0040 / -0.0039 Ha
* multiplicity: 1
* total energy: -25702.5596 eV
* HOMO level (alpha / beta): -8.63 / -8.63 eV



No. 2
The following is a DFT calculation (the ωB97M-V functional and the def2-TZVPD basis) of 6 unconnected molecules or ions with the total composition C38H36NO10 in a non-equilibrium geometry.

Structure (XYZ):
```
85
Properties=species:S:1:pos:R:3:forces:R:3
C 4.533 -0.789 -2.122 -0.43 0.04 -0.20
C 3.588 0.176 -2.836 0.01 -0.25 -0.03
C 2.278 -0.491 -3.247 0.12 0.00 -0.01
C 1.312 0.526 -3.869 0.25 -0.23 0.06
N -0.036 0.400 -3.321 0.21 0.42 -0.45
C -0.610 1.288 -2.607 0.12 -0.21 -0.13
C -1.951 0.859 -2.162 -0.08 -0.06 -0.17
C -2.271 -0.345 -3.065 1.21 -0.37 -0.08
C -0.846 -0.813 -3.451 -0.38 -0.46 0.71
H 3.962 -1.479 -1.501 0.04 -0.02 0.15
H 5.223 -0.238 -1.494 0.24 -0.04 -0.02
H 5.076 -1.382 -2.854 0.18 -0.07 0.07
H 3.364 1.024 -2.188 0.02 0.10 -0.03
H 4.070 0.558 -3.736 0.07 0.24 0.04
H 2.489 -1.295 -3.951 -0.06 -0.08 -0.02
H 1.820 -0.957 -2.373 -0.05 0.04 0.10
H 1.655 1.536 -3.656 -0.07 0.11 -0.01
H 1.248 0.408 -4.948 -0.08 0.01 -0.07
H -0.089 2.212 -2.390 -0.13 0.15 0.12
H -2.645 1.693 -2.202 -0.23 -0.08 0.23
H -1.817 0.477 -1.151 -0.14 0.39 0.35
H -2.640 -1.189 -2.497 -0.88 0.12 -0.09
H -2.875 -0.091 -3.929 -0.13 -0.06 -0.02
H -0.705 -1.357 -4.378 -0.02 0.38 -0.35
H -0.509 -1.481 -2.653 0.14 -0.08 -0.08
C -4.563 -3.747 1.698 0.02 -0.02 -0.01
C -3.831 -3.935 0.604 -0.01 0.00 0.01
C -4.126 -3.205 -0.652 0.00 -0.08 0.05
O -3.443 -3.364 -1.645 0.06 0.16 -0.04
C -5.278 -2.268 -0.653 0.00 0.00 0.01
C -6.015 -2.080 0.438 0.00 0.01 -0.01
C -5.711 -2.803 1.700 0.10 -0.07 0.04
O -6.364 -2.625 2.703 -0.10 0.08 -0.04
H -4.362 -4.254 2.633 -0.01 0.03 0.02
H -2.989 -4.614 0.576 0.00 0.00 -0.03
H -5.480 -1.757 -1.587 0.00 -0.02 -0.01
H -6.860 -1.404 0.464 -0.01 -0.01 0.02
C 9.110 0.185 -0.899 0.00 0.00 -0.02
C 9.909 -0.545 -0.126 -0.01 0.01 -0.02
C 9.546 -0.857 1.281 -0.04 0.02 0.01
O 10.270 -1.522 1.985 0.03 -0.03 0.01
C 8.256 -0.321 1.791 0.00 0.00 -0.02
C 7.458 0.407 1.017 -0.03 0.04 -0.05
C 7.821 0.713 -0.390 0.09 -0.01 0.12
O 7.086 1.372 -1.098 -0.12 0.00 -0.05
H 9.353 0.427 -1.926 -0.01 0.01 0.00
H 10.854 -0.943 -0.475 0.01 -0.01 0.02
H 8.016 -0.557 2.820 0.01 0.00 0.01
H 6.518 0.815 1.369 0.03 -0.01 0.02
C -2.168 5.524 -5.024 0.02 -0.01 0.01
C -1.114 5.120 -4.320 0.00 -0.01 0.01
C -1.218 4.863 -2.863 -0.05 0.16 -0.01
O -0.258 4.480 -2.220 0.00 -0.25 -0.05
C -2.532 5.083 -2.213 0.00 0.00 0.00
C -3.589 5.486 -2.915 0.02 -0.02 0.02
C -3.492 5.735 -4.378 0.01 0.01 0.00
O -4.451 6.091 -5.019 -0.02 -0.01 -0.01
H -2.119 5.720 -6.088 -0.02 0.01 0.00
H -0.139 4.966 -4.766 0.01 0.02 0.02
H -2.576 4.900 -1.147 0.03 0.01 0.00
H -4.559 5.655 -2.465 -0.01 0.01 -0.02
C 2.381 -0.172 2.815 0.00 0.00 0.00
C 1.216 -0.384 2.208 0.02 0.01 0.02
C 0.919 0.220 0.889 -0.01 -0.14 0.07
O -0.133 -0.015 0.319 0.13 0.12 -0.17
C 1.951 1.091 0.280 -0.03 -0.01 0.01
C 3.118 1.304 0.880 0.01 -0.01 -0.02
C 3.430 0.678 2.195 -0.12 -0.02 -0.04
O 4.500 0.853 2.728 0.09 -0.01 0.03
H 2.626 -0.611 3.774 0.02 0.01 0.00
H 0.442 -1.010 2.633 -0.02 0.01 -0.01
H 1.709 1.533 -0.679 -0.03 0.03 0.04
H 3.894 1.926 0.449 0.03 0.00 0.00
C -4.504 -3.444 7.680 0.00 0.00 0.01
C -5.500 -3.117 8.499 0.02 -0.01 -0.02
C -6.628 -2.263 8.040 0.00 -0.01 -0.01
O -7.533 -1.965 8.787 -0.01 0.01 0.02
C -6.601 -1.789 6.632 0.03 -0.02 0.01
C -5.602 -2.114 5.817 0.00 0.04 0.04
C -4.480 -2.967 6.275 -0.01 -0.01 -0.02
O -3.575 -3.268 5.522 0.01 -0.01 -0.03
H -3.674 -4.065 7.990 0.01 0.00 -0.02
H -5.543 -3.451 9.527 -0.03 0.01 0.01
H -7.434 -1.174 6.319 -0.01 0.00 0.02
H -5.560 -1.789 4.787 -0.02 -0.01 -0.01
```
Forces are in eV/Å.

Output
* strongest force on any atom: 1.27 eV/A
* LUMO: -0.1523 Ha
* net charge: +1
* multiplicity: 1
* total energy: -61943.3153 eV
* HOMO level: -11.54 eV



No. 3
The following is a DFT calculation (the ωB97M-V functional and the def2-TZVPD basis) of a molecular structure, C22H25CrN6O7STe in a non-equilibrium geometry.

Structure (XYZ):
```
63
Properties=species:S:1:pos:R:3:forces:R:3
Cr 1.435 -1.291 -0.009 -1.10 -0.57 0.55
N 5.364 -1.535 1.269 -0.12 0.00 -0.05
C 4.353 -2.185 0.693 -0.04 0.06 -0.02
N 3.465 -1.297 0.295 0.59 -0.01 0.05
C 3.970 -0.110 0.719 0.12 -0.14 -0.03
N 5.134 -0.204 1.311 -0.04 0.10 0.02
C 3.143 1.064 0.480 -0.04 0.03 -0.08
C 3.565 2.377 0.605 -0.05 0.00 0.03
N 2.768 3.395 0.304 -0.08 -0.03 -0.01
C 1.546 3.091 -0.122 0.09 0.02 0.02
C 1.105 1.781 -0.238 -0.07 -0.02 0.00
N 1.901 0.759 0.065 0.35 0.27 0.00
H 6.168 -1.921 1.736 -0.04 0.02 -0.04
H 4.262 -3.252 0.597 -0.01 -0.07 0.01
H 4.567 2.594 0.951 0.02 0.01 0.00
H 0.889 3.913 -0.375 -0.01 -0.01 0.00
H 0.098 1.551 -0.559 0.02 -0.01 -0.05
O 2.852 -2.388 2.855 0.22 -0.13 0.09
C 1.779 -1.816 2.935 -0.12 -0.02 0.30
O 1.159 -1.181 2.007 -0.02 -0.04 -0.46
H 1.237 -1.802 3.900 0.02 0.03 0.00
C -0.502 -4.631 0.208 0.03 0.02 -0.11
S 0.871 -4.278 -0.845 0.09 -0.28 0.17
O 1.686 -5.464 -0.942 -0.04 0.08 0.02
O 0.361 -3.738 -2.081 -0.09 -0.04 0.09
O 1.636 -3.240 -0.029 0.17 0.38 -0.13
H -1.054 -5.445 -0.254 -0.07 -0.03 0.01
H -1.114 -3.737 0.286 -0.01 0.03 0.02
H -0.115 -4.927 1.178 0.01 -0.03 0.04
O -0.342 -1.249 -0.192 0.66 0.42 -0.61
O -1.291 -1.071 0.835 -0.32 -0.27 0.36
C 1.642 -1.665 -4.832 0.04 -0.01 0.05
C 2.569 -2.318 -4.040 0.01 0.08 -0.02
C 2.546 -2.106 -2.675 0.16 0.08 -0.02
N 1.674 -1.288 -2.083 -0.20 -0.07 -0.20
C 0.779 -0.663 -2.853 -0.04 0.02 -0.05
C 0.731 -0.818 -4.224 0.01 0.00 0.01
H 1.619 -1.822 -5.902 0.01 -0.01 -0.02
H 3.287 -3.007 -4.460 0.02 -0.01 0.00
H 3.233 -2.625 -2.020 -0.03 0.00 -0.02
H 0.051 -0.048 -2.341 -0.01 -0.01 0.02
H -0.024 -0.297 -4.793 -0.02 0.02 -0.02
C -6.049 4.243 0.470 0.01 -0.01 -0.01
C -4.882 3.352 0.793 0.02 0.00 0.01
C -4.283 3.366 2.045 0.01 -0.01 -0.05
C -3.215 2.532 2.350 -0.04 0.01 -0.01
C -2.613 2.595 3.729 0.00 -0.03 -0.01
C -2.718 1.655 1.374 0.05 -0.08 0.06
Te -1.085 0.458 2.064 -0.04 0.12 0.18
C -3.276 1.657 0.094 0.00 0.01 -0.06
C -2.754 0.840 -1.062 0.04 -0.01 0.00
C -4.357 2.497 -0.162 -0.01 0.00 0.01
H -6.378 4.796 1.349 -0.01 0.01 0.01
H -6.893 3.660 0.100 -0.02 0.00 0.00
H -5.786 4.966 -0.305 -0.01 0.01 0.00
H -4.659 4.036 2.810 -0.02 0.03 0.03
H -3.055 3.403 4.309 0.00 0.01 0.00
H -1.534 2.778 3.694 0.01 0.02 0.02
H -2.772 1.661 4.274 0.01 -0.02 0.01
H -2.091 0.037 -0.758 -0.07 0.07 -0.05
H -2.224 1.494 -1.761 0.02 0.01 -0.03
H -3.580 0.393 -1.615 -0.02 0.00 -0.02
H -4.797 2.478 -1.154 -0.01 0.00 -0.03
```
Forces are in eV/Å.

Output
* energy relative to the best compared isomer or geometry (same formula, charge and spin): 27.0 kJ/mol
* strongest force on any atom: 1.35 eV/A
* LUMO (alpha / beta): -0.0350 / -0.0345 Ha
* multiplicity: 2
* total energy: -93041.2684 eV
* expectation value of S²: 0.762
* HOMO level (alpha / beta): -7.71 / -7.71 eV



No. 4
The following is a DFT calculation (the ωB97M-V functional and the def2-TZVPD basis) of CH5N3 in the gas phase in a non-equilibrium geometry.

Structure (XYZ):
```
9
Properties=species:S:1:pos:R:3:forces:R:3
C 0.462 -0.709 0.151 1.03 2.78 0.18
N 0.679 0.317 -0.950 1.66 -2.05 0.24
N -0.481 0.832 -1.539 -1.25 -0.18 -1.60
N 0.408 1.719 -0.866 0.31 1.35 2.31
H 0.402 -1.642 -0.315 -0.20 -1.37 -1.09
H 1.357 -0.799 0.840 -1.26 0.67 -0.62
H -0.501 -0.475 0.578 -0.26 -0.06 1.07
H -1.368 0.504 -1.129 0.52 0.54 1.02
H 0.202 2.136 0.112 -0.55 -1.68 -1.52
```
Forces are in eV/Å.

Output
* energy relative to the best compared isomer or geometry (same formula, charge and spin): 514.2 kJ/mol
* strongest force on any atom: 2.97 eV/A
* LUMO: 0.0374 Ha
* multiplicity: 1
* structure (SMILES): Cn1[nH][nH]1
* total energy: -5583.6466 eV
* HOMO level: -8.84 eV